{"formula": "C25H22ClIO2", "method": "ωB97M-V/def2-TZVPD", "orbital_gap_ev": 8.08, "charge": 0, "smiles": "O=C1C=CC(=O)c2c(CCCCl)cc(I)cc21.c1ccccc1.c1ccccc1", "e_homo_ev": -9.27, "elements": ["O", "C", "C", "C", "C", "O", "C", "C", "C", "C", "C", "Cl", "C", "C", "I", "C", "C", "H", "H", "H", "H", "H", "H", "H", "H", "H", "H", "C", "C", "C", "C", "C", "C", "H", "H", "H", "H", "H", "H", "C", "C", "C", "C", "C", "C", "H", "H", "H", "H", "H", "H"], "coordinates": [[-5.050219, 0.914556, -2.180539], [-4.841578, -0.179765, -1.733382], [-5.921357, -1.099863, -1.349823], [-5.700721, -2.024061, -0.422123], [-4.387844, -2.127889, 0.260663], [-4.334285, -2.597924, 1.369548], [-3.217953, -1.640624, -0.513606], [-1.901263, -2.086356, -0.316085], [-1.505261, -3.010616, 0.816191], [-1.354012, -2.265125, 2.152625], [-0.023427, -1.537676, 2.301259], [-0.055801, 0.093992, 1.558335], [-0.901315, -1.664612, -1.194340], [-1.166616, -0.742255, -2.200415], [0.381682, -0.119003, -3.451455], [-2.448794, -0.239208, -2.350997], [-3.464911, -0.703918, -1.530297], [-6.883971, -1.015094, -1.829232], [-6.472052, -2.709810, -0.115606], [-2.258789, -3.788042, 0.897880], [-0.555203, -3.468930, 0.562227], [-2.125426, -1.512853, 2.229262], [-1.480796, -2.949738, 2.984587], [0.142659, -1.350455, 3.354008], [0.808626, -2.096684, 1.890797], [0.105180, -2.029749, -1.072104], [-2.685789, 0.495703, -3.104841], [3.943346, 0.194503, 5.002710], [4.737859, -0.507583, 5.898403], [4.954858, -1.866497, 5.717502], [4.375599, -2.524197, 4.641440], [3.577025, -1.822657, 3.748885], [3.360706, -0.463199, 3.928272], [3.777744, 1.254987, 5.141510], [5.188650, 0.004881, 6.738451], [5.576248, -2.413168, 6.414993], [4.547257, -3.583340, 4.498237], [3.124112, -2.336505, 2.910346], [2.738664, 0.083825, 3.230170], [1.103155, 5.957573, -4.700787], [2.179739, 5.448877, -5.413748], [2.524812, 4.110535, -5.288279], [1.793728, 3.281466, -4.448726], [0.720722, 3.790756, -3.731759], [0.374985, 5.128931, -3.858367], [0.831376, 7.000430, -4.801674], [2.750493, 6.095821, -6.067430], [3.363778, 3.713369, -5.845202], [2.063241, 2.236822, -4.353187], [0.153983, 3.144274, -3.074275], [-0.462841, 5.526096, -3.300023]], "atomic_forces_ev_per_a": [[-0.192, 0.681, -0.483], [0.228, -0.341, 0.104], [-0.319, -0.488, 0.131], [-0.040, 0.127, -0.335], [-0.104, 0.081, -0.291], [0.253, -0.366, 0.546], [0.493, 0.300, -0.392], [0.145, -0.198, 0.110], [-0.329, 0.400, -0.116], [0.241, 0.176, -0.574], [-0.502, -0.039, 0.458], [0.150, -0.004, -0.182], [-0.343, 0.356, -0.172], [-0.088, -0.271, 0.311], [-0.157, -0.076, 0.059], [-0.042, 0.102, -0.033], [0.453, -0.190, 0.201], [-0.111, 0.285, -0.042], [-0.113, -0.084, 0.268], [-0.004, -0.133, 0.185], [0.148, -0.232, -0.066], [-0.402, 0.040, 0.189], [0.064, -0.192, 0.112], [0.277, -0.006, 0.144], [0.169, 0.028, -0.114], [0.121, -0.110, 0.082], [-0.005, 0.075, -0.060], [-0.006, -0.005, 0.012], [0.002, 0.003, 0.000], [0.001, -0.001, 0.001], [-0.006, -0.011, -0.001], [-0.001, 0.006, 0.012], [-0.035, 0.009, -0.035], [-0.006, 0.003, 0.002], [0.007, 0.003, -0.001], [0.002, -0.001, 0.002], [-0.002, -0.003, 0.002], [0.016, -0.004, -0.013], [-0.001, 0.001, -0.004], [-0.003, -0.002, 0.005], [0.003, 0.005, -0.006], [0.006, -0.014, -0.005], [0.017, 0.045, -0.022], [-0.011, 0.000, 0.012], [0.008, 0.009, -0.005], [0.003, 0.005, 0.004], [-0.002, 0.000, -0.007], [0.003, 0.000, -0.002], [0.023, 0.045, 0.010], [-0.003, -0.011, -0.003], [-0.004, -0.002, 0.002]], "nbo_charge": [-0.49, 0.50, -0.23, -0.22, 0.53, -0.51, -0.18, 0.08, -0.43, -0.41, -0.36, -0.08, -0.24, -0.11, 0.18, -0.24, -0.03, 0.23, 0.23, 0.24, 0.20, 0.23, 0.22, 0.22, 0.20, 0.23, 0.25, -0.20, -0.21, -0.21, -0.21, -0.22, -0.22, 0.21, 0.21, 0.21, 0.21, 0.21, 0.22, -0.21, -0.22, -0.20, -0.22, -0.21, -0.21, 0.21, 0.21, 0.21, 0.20, 0.22, 0.21]}